179
Properties=species:S:1:pos:R:3:forces:R:3 method="wB97M-V/def2-TZVPD" e_homo_ev=-7.7 e_above_lowest_kcal_mol=42.7 fmax_ev_per_a=2.091 total_energy_ha=-2991.334775 charge=0 lumo_energy_ev=0.4 smiles=CC1(C)CCCC(C)(C)N1O.CC1(C)CCCC(C)(C)N1O.COC[C@H](C)N.COC[C@H](C)N.COC[C@H](C)N.COC[C@H](C)N.COC[C@H](C)N.COC[C@H](C)N.COC[C@H](C)N
O -30.6266 -12.1216 -20.3457 -0.595 -0.330 -0.051
O -26.7794 -9.5077 -12.6265 -0.309 0.243 0.028
O -33.0139 -8.5089 -12.4410 0.005 -0.119 0.415
O -25.3380 -5.2844 -14.5766 -0.020 0.295 -0.425
O -25.1898 -2.9837 -10.5023 -0.001 0.018 0.083
O -20.5972 -17.8103 -13.6431 -0.141 0.017 0.200
O -31.9507 -17.1548 -9.5178 0.085 -0.028 -0.479
O -18.6673 -9.7607 -15.1111 0.010 0.004 0.312
O -30.0168 -6.2173 -15.7612 0.061 0.249 -0.068
N -30.9759 -16.1527 -9.2664 -0.355 0.318 0.774
N -22.7766 -16.4008 -16.1826 0.469 -0.617 -0.593
N -26.1179 -5.8429 -9.6027 -0.038 -0.147 -0.764
N -23.6482 -5.3860 -11.3391 -0.344 1.002 -1.021
N -30.3973 -3.6965 -18.3562 -0.037 -0.034 0.208
N -29.4643 -11.8130 -13.6646 -0.145 0.447 -0.025
N -19.5765 -10.7727 -14.7385 -0.324 -0.986 -1.443
N -30.1727 -9.5185 -10.3202 -0.757 -0.022 -0.801
N -30.1505 -12.9291 -16.7990 -0.137 -0.394 -0.357
C -28.6393 -15.5859 -8.9646 -0.539 0.691 -0.325
C -32.3767 -10.6467 -10.6653 -0.834 0.768 0.266
C -18.9133 -12.0008 -14.3058 0.117 0.978 0.446
C -29.6274 -16.6904 -9.3810 0.260 -0.352 0.318
C -24.5707 -1.7232 -10.4146 0.345 0.383 -0.038
C -22.8283 -16.0704 -13.6723 -0.612 1.551 0.128
C -23.4944 -6.8788 -13.3097 0.033 0.198 -0.318
C -27.0176 -12.1735 -13.4188 -0.579 0.381 -0.824
C -28.0737 -9.8869 -13.1518 2.081 0.120 -0.167
C -30.5469 -12.7558 -21.6119 0.347 0.359 0.246
C -25.1678 -5.0133 -13.2168 -0.175 -0.451 0.618
C -23.7703 -5.4516 -12.8355 0.646 -0.585 0.723
C -18.0588 -12.5580 -15.4355 -0.024 -0.410 0.276
C -30.1227 -12.8710 -19.2668 0.904 0.077 -0.071
C -29.2166 -7.3372 -15.5125 0.567 -0.515 -0.383
C -30.5329 -12.1670 -17.9935 -0.302 0.514 0.726
C -21.4506 -17.8799 -14.7526 0.059 0.211 -0.546
C -21.4924 -9.5428 -15.5093 0.296 0.367 -0.543
C -21.0838 -12.4518 -13.1178 0.017 -0.589 -0.294
C -20.0931 -19.0645 -13.2938 0.332 -0.279 1.214
C -30.7660 -4.4585 -17.1561 0.049 -0.425 0.250
C -31.9131 -8.3536 -11.5589 0.655 0.565 -1.348
C -29.2904 -17.2850 -10.7429 -0.181 0.220 -0.805
C -30.0542 -10.7011 -17.9311 0.327 -0.719 -0.851
C -32.2787 -4.6762 -17.0613 0.069 0.599 -0.315
C -19.9775 -13.0099 -13.9921 -0.299 -1.376 0.323
C -20.6446 -9.1863 -13.1852 -0.392 -0.471 0.626
C -18.0414 -11.7326 -13.0593 0.175 -0.575 -0.065
C -21.7957 -11.3607 -13.8975 -0.362 -0.101 0.937
C -31.3843 -14.8923 -9.8689 -0.288 0.707 -0.067
C -31.4022 -14.8395 -11.4008 0.697 -1.263 -0.990
C -28.9707 -14.1797 -9.5047 -0.306 -1.031 -0.284
C -20.8632 -10.2374 -14.3039 0.781 0.687 -0.326
C -29.9770 -5.7640 -17.1046 0.210 0.322 0.200
C -28.2481 -11.3792 -12.9587 -0.532 -1.346 0.093
C -25.5325 -3.4952 -9.2305 -0.018 -0.222 1.214
C -29.5273 -17.8138 -8.3369 0.067 0.126 0.181
C -26.6636 -4.5257 -9.3121 0.528 0.912 -0.521
C -31.3270 -9.7024 -11.2615 0.228 -1.016 1.073
C -26.8226 -8.8137 -11.4192 -0.463 0.128 1.003
C -27.4748 -4.5152 -8.0398 -0.648 -0.114 0.111
C -30.4443 -13.8081 -9.3524 1.208 0.389 0.114
C -26.6396 -5.0088 -15.0181 -0.127 0.156 -0.467
C -33.3594 -7.3042 -13.0657 0.200 0.543 -0.207
C -32.7771 -14.5382 -9.3482 -0.583 0.428 0.209
C -22.0485 -16.5052 -14.9484 0.105 0.788 1.900
H -32.8195 -10.1153 -9.8078 0.227 -0.304 0.193
H -26.1032 -11.8120 -12.9629 0.103 -0.141 0.073
H -24.6527 -3.9307 -8.7265 0.016 -0.124 -0.292
H -28.7359 -14.2150 -10.5749 0.145 0.358 0.037
H -21.0204 -8.2205 -13.5047 0.144 0.132 0.089
H -26.9339 -4.9466 -7.1977 0.166 0.208 0.020
H -22.3374 -15.2609 -13.1147 0.567 -0.354 -0.233
H -22.7181 -7.3322 -12.6989 -0.057 -0.029 0.116
H -25.3809 -3.9711 -12.9424 0.153 0.070 -0.237
H -27.1866 -13.2404 -13.2673 0.137 0.029 0.262
H -31.6285 -12.1287 -17.9954 0.037 -0.141 0.013
H -28.3012 -17.7329 -10.8151 0.091 -0.182 0.513
H -27.2824 -4.0904 -10.1188 -0.133 -0.410 0.022
H -30.0308 -18.0512 -10.9834 0.055 0.081 -0.178
H -32.8578 -14.5984 -8.2581 0.240 -0.381 -0.045
H -26.7302 -5.3735 -16.0417 0.031 -0.213 0.081
H -31.4002 -12.4249 -22.1991 0.047 0.081 -0.091
H -21.2020 -15.8081 -14.8921 0.082 -0.133 -0.788
H -22.3184 -11.8027 -14.7499 0.297 0.011 -0.180
H -23.0815 -16.7602 -12.8708 -0.128 -0.661 -0.478
H -29.1735 -13.1960 -16.7689 0.054 0.187 -0.155
H -18.6156 -9.8449 -16.0694 0.007 0.113 -0.008
H -32.5872 -5.5663 -16.5190 0.241 -0.004 0.197
H -26.9602 -12.0348 -14.5091 0.318 0.016 0.107
H -28.8740 -9.2540 -12.7710 -0.089 -0.142 0.106
H -25.3315 -5.7691 -10.2654 -0.167 -0.057 0.474
H -26.8487 -3.9317 -15.0837 0.037 -0.010 0.367
H -25.8389 -2.6905 -8.5478 -0.160 0.177 -0.356
H -28.6683 -15.5604 -7.8752 0.465 0.057 0.010
H -28.6207 -18.3898 -8.5242 -0.030 -0.089 0.178
H -25.8245 -8.4883 -11.1302 0.099 -0.034 -0.235
H -23.8180 -1.6578 -9.6181 -0.076 -0.265 0.027
H -21.4144 -10.1716 -16.4002 -0.297 -0.243 0.177
H -23.9393 -4.4213 -11.1446 0.027 -0.301 0.419
H -32.5180 -17.1210 -8.7409 0.057 -0.047 0.044
H -30.3606 -12.3776 -15.9804 -0.126 -0.062 -0.022
H -19.5976 -18.9696 -12.3202 0.180 0.252 -0.275
H -27.2185 -9.4255 -10.5938 0.093 -0.066 -0.087
H -28.3408 -13.4384 -9.0143 0.101 0.033 -0.141
H -23.4696 -15.6777 -16.2660 -0.040 0.062 0.316
H -29.9418 -12.5823 -13.2168 0.141 -0.088 -0.005
H -30.3953 -14.7713 -11.8386 -0.063 0.762 0.321
H -28.3935 -5.1007 -8.1410 0.130 -0.126 -0.139
H -29.0128 -10.6419 -18.2688 0.018 0.035 0.158
H -30.4515 -13.9170 -19.2920 -0.277 0.119 0.068
H -20.8648 -18.1515 -15.6424 -0.178 -0.169 -0.052
H -29.2665 -16.5309 -11.5358 -0.324 -0.031 0.070
H -24.0463 -1.5344 -11.3516 -0.176 0.024 -0.074
H -30.3978 -18.4640 -8.3495 0.106 -0.178 -0.348
H -33.0079 -13.4851 -9.5413 0.149 -0.090 -0.323
H -23.0329 -4.7931 -13.3106 -0.109 0.094 -0.027
H -34.2058 -7.4616 -13.7306 -0.094 -0.188 0.131
H -27.4871 -7.9375 -11.4518 0.094 -0.001 -0.243
H -29.6944 -8.2385 -15.9159 -0.091 -0.134 0.518
H -32.1440 -7.7418 -10.6755 -0.291 -0.365 0.153
H -17.2994 -11.8599 -15.7805 -0.028 0.024 -0.065
H -22.2473 -18.6187 -14.5833 0.028 -0.070 -0.058
H -32.7103 -3.7901 -16.5896 -0.215 -0.165 0.021
H -23.1370 -6.8680 -14.3409 -0.047 -0.027 0.002
H -28.2150 -7.3382 -15.9780 -0.243 0.550 -0.274
H -29.6119 -12.4366 -22.0838 -0.078 -0.203 -0.251
H -32.0591 -14.0745 -11.8112 0.079 0.127 0.114
H -28.9796 -7.3693 -14.4506 -0.555 -0.298 0.125
H -23.1449 -17.2918 -16.4816 -0.218 0.103 -0.016
H -19.6013 -9.1030 -12.8928 0.102 0.113 -0.277
H -17.5616 -13.4564 -15.0569 0.148 0.076 -0.069
H -30.6295 -13.5361 -8.3094 -0.258 -0.278 0.028
H -22.5333 -9.2813 -15.3123 0.001 0.029 -0.024
H -30.1080 -10.3322 -16.9104 -0.233 0.183 -0.007
H -29.2668 -12.0612 -14.6235 0.168 -0.033 0.096
H -31.2086 -3.2840 -18.7965 -0.017 0.001 0.035
H -33.2544 -10.8158 -11.2962 0.355 -0.019 -0.349
H -32.5319 -6.9181 -13.6807 0.011 -0.069 0.096
H -18.5523 -11.1577 -12.2891 -0.051 0.240 -0.181
H -21.7662 -13.2794 -12.9106 -0.114 0.236 0.242
H -30.4193 -3.9339 -16.2581 -0.201 0.096 0.001
H -31.6540 -15.8011 -11.8723 -0.722 0.103 0.509
H -27.8640 -9.6670 -14.2053 -0.919 -0.306 -0.219
H -25.3009 -0.9269 -10.2298 -0.043 -0.076 -0.076
H -27.3834 -5.5023 -14.3839 -0.056 0.097 -0.026
H -27.8093 -3.4951 -7.8368 0.123 -0.026 0.254
H -29.0149 -12.8988 -19.3292 -0.127 -0.013 0.079
H -26.8087 -6.3788 -10.1217 -0.069 -0.095 0.313
H -20.4076 -13.4966 -14.8784 -0.109 0.689 -0.277
H -23.7183 -15.5069 -13.9897 -0.248 -0.590 0.022
H -30.9223 -10.1694 -12.1617 -0.082 0.321 -0.200
H -29.7846 -2.9389 -18.0854 0.047 0.027 -0.225
H -21.1767 -9.4720 -12.2698 -0.084 0.088 -0.099
H -30.3802 -6.5054 -17.8069 0.092 -0.057 0.029
H -18.7156 -12.8888 -16.2403 0.120 0.229 -0.218
H -20.6621 -12.1092 -12.1696 -0.170 0.156 0.003
H -25.8788 -5.6267 -12.6329 0.040 0.038 -0.005
H -19.3590 -19.4392 -14.0115 -0.176 -0.139 -0.166
H -32.7102 -4.7419 -18.0656 0.075 -0.111 0.007
H -27.6625 -15.8239 -9.3879 0.179 -0.308 0.604
H -28.4120 -11.7134 -11.9248 0.021 0.775 0.214
H -28.9309 -5.5332 -17.3476 -0.091 -0.163 -0.285
H -24.3886 -7.5052 -13.2962 -0.012 0.010 0.216
H -31.1191 -7.7925 -12.0861 -0.139 0.049 0.094
H -30.6406 -10.1150 -18.6380 -0.017 0.262 0.246
H -33.6146 -6.5257 -12.3339 -0.067 -0.065 -0.013
H -20.9428 -8.6357 -15.7777 -0.120 0.078 0.250
H -22.5826 -10.9067 -13.2836 0.014 -0.034 -0.079
H -30.5401 -9.5719 -9.3763 0.223 -0.038 0.091
H -30.5432 -12.8854 -9.9295 -0.475 -0.085 -0.010
H -29.5552 -10.3075 -10.4701 0.099 0.014 0.323
H -19.4998 -13.8910 -13.5407 0.082 0.310 0.375
H -22.6747 -5.4087 -11.0527 0.051 -0.300 -0.209
H -17.7692 -12.6770 -12.5744 0.167 0.028 -0.194
H -31.9885 -11.6060 -10.3406 0.173 0.041 -0.017
H -33.5800 -15.1215 -9.8005 0.126 -0.110 -0.008
H -17.1316 -11.2292 -13.3846 -0.007 0.172 0.268
H -20.8811 -19.7981 -13.0737 -0.087 -0.006 -0.577
H -29.4975 -17.3930 -7.3295 0.142 0.025 -0.042
H -30.5720 -13.8475 -21.5550 0.000 0.012 0.175